1.
The following is a DFT calculation (wB97M-V/def2-TZVPD) of C5H11N in the gas phase.

As for the energy relative to the best compared isomer or geometry (same formula, charge and spin): 1.744 eV. The value obtained for the calculated total energy is -251.79844 hartree. The SMILES is C[C@@H]1[C@H](C)N1C. The calculation puts the HOMO-LUMO gap at 10.250 eV. The HOMO energy comes out at -9.0 eV. As for the spin multiplicity: 1.

```
17
C5H11N wB97M-V/def2-TZVPD
C -0.464 -1.877 -0.810
C 0.405 -0.851 -0.153
C 0.465 0.581 -0.517
C -0.648 1.431 -1.092
N -0.182 0.126 0.720
C 0.481 0.479 1.940
H -1.361 -1.432 -1.243
H -0.783 -2.630 -0.086
H 0.081 -2.384 -1.610
H 1.352 -1.226 0.241
H 1.468 1.031 -0.410
H -1.024 2.230 -0.426
H -0.184 1.898 -1.936
H -1.547 0.888 -1.389
H 0.172 -0.223 2.714
H 0.172 1.489 2.241
H 1.579 0.469 1.846
```

Atom charges from the Löwdin analysis, given in e for atoms 1 to 5:
1. C -0.047
2. C -0.322
3. C -0.273
4. C -0.067
5. N -0.137

***

2.
The following is a DFT calculation (wB97M-V/def2-TZVPD) of a molecular structure, C30H45AuClO2P2.

As for the energy relative to the best compared isomer or geometry (same formula, charge and spin): 4.431 eV. The value obtained for the calculated total energy is -2598.69037 hartree. The calculation puts the HOMO-LUMO gap (alpha / beta) at 5.629 / 4.934 eV. Its net charge is +1. The HOMO energy (alpha / beta) comes out at -8.4 / -8.3 eV. As for the spin multiplicity: 3.

```
81
C30H45AuClO2P2 wB97M-V/def2-TZVPD
Au 0.337 -2.060 -6.460
C 1.399 2.275 0.204
C 0.122 2.420 -0.403
C -0.179 1.632 1.745
C 1.213 1.783 1.522
C -0.858 2.022 0.549
C 2.708 2.575 -0.411
H 2.585 2.938 -1.440
H 3.359 1.684 -0.437
H 3.245 3.350 0.162
C 2.273 1.471 2.496
H 3.213 1.954 2.204
H 2.449 0.387 2.553
H 1.993 1.820 3.497
C -0.804 1.184 2.999
H -0.302 1.641 3.864
H -0.740 0.092 3.119
H -1.862 1.463 3.026
C -2.318 2.062 0.360
H -2.733 3.058 0.598
H -2.818 1.335 1.017
H -2.594 1.834 -0.681
C -0.144 2.945 -1.758
H -0.179 4.043 -1.759
H -1.104 2.584 -2.139
H 0.643 2.640 -2.457
C 0.788 -4.003 -6.440
C -0.117 -3.743 -7.523
C -1.608 -4.000 -7.511
C -2.404 -2.914 -6.777
C -1.499 -2.165 -5.752
C -1.453 -2.996 -4.576
C -1.042 -4.396 -4.633
C 0.378 -4.747 -5.191
H -1.870 -5.018 -7.173
H -3.267 -3.349 -6.252
H -1.949 -3.987 -8.565
H 0.409 -5.846 -5.343
H 1.827 -4.163 -6.729
H 0.342 -3.788 -8.511
H 1.129 -4.549 -4.402
H -1.114 -4.847 -3.620
H -2.475 -2.952 -4.078
H -1.781 -4.963 -5.224
H -2.808 -2.207 -7.507
H -1.820 -1.134 -5.566
P 0.945 -2.571 -0.667
C 2.428 -3.548 -0.569
C 1.340 -0.933 -1.245
P -1.956 -2.771 -2.074
C -0.369 -3.480 -1.487
C -1.869 -0.956 -1.994
C -3.390 -3.348 -1.143
H 3.089 -3.133 0.205
H 2.942 -3.520 -1.542
H 2.177 -4.592 -0.330
H 1.530 -0.939 -2.331
H 2.254 -0.596 -0.733
H 0.543 -0.214 -1.030
H -3.668 -4.361 -1.481
H -4.251 -2.684 -1.325
H -3.171 -3.372 -0.067
H -0.625 -4.354 -0.851
H 0.122 -3.882 -2.398
H -1.666 -0.619 -0.972
H -2.832 -0.545 -2.331
H -1.087 -0.614 -2.686
Cl -2.046 -4.086 6.711
C -1.162 -3.476 5.374
C 0.242 -3.531 5.385
C 0.948 -3.045 4.290
C 0.250 -2.567 3.180
C -1.144 -2.479 3.172
C -1.865 -2.930 4.281
C 1.021 -2.217 1.972
O 2.172 -1.800 1.941
O 0.291 -2.442 0.819
H 0.754 -3.947 6.241
H 2.041 -3.054 4.260
H -1.659 -2.066 2.301
H -2.943 -2.877 4.300
```

Atom charges from the Löwdin analysis, given in e for atoms 1 to 5:
1. Au 0.999
2. C -0.209
3. C -0.234
4. C -0.209
5. C -0.194

***

3.
The following is a DFT calculation (wB97M-V/def2-TZVPD) of a gas-phase ion, C18H28N7O2 (charge +1).

As for the energy relative to the best compared isomer or geometry (same formula, charge and spin): 0.065 eV. The value obtained for the calculated total energy is -1236.36895 hartree. The SMILES is Cn1c(=O)c2c(nc(N3CCCCC3)n2CCNC2=[NH+]CCC2)n(C)c1=O. The calculation puts the HOMO-LUMO gap at 8.213 eV. Its net charge is +1. The HOMO energy comes out at -10.5 eV. As for the spin multiplicity: 1.

```
55
C18H28N7O2 wB97M-V/def2-TZVPD
C -1.156 -4.191 -0.092
N -0.135 -3.154 -0.069
C -0.556 -1.877 -0.371
O -1.771 -1.679 -0.603
C 0.479 -0.926 -0.373
C 1.781 -1.292 -0.040
N 2.114 -2.557 0.291
C 1.157 -3.553 0.273
O 1.419 -4.699 0.542
C 3.479 -2.881 0.654
H 3.701 -2.500 1.650
H 4.156 -2.421 -0.063
H 3.583 -3.964 0.644
N 2.611 -0.239 -0.091
C 1.863 0.793 -0.466
N 0.541 0.450 -0.652
C -0.447 1.162 -1.426
C -1.597 1.758 -0.595
N -2.573 0.731 -0.301
C -3.785 0.927 0.113
N -4.380 2.082 0.351
H -3.940 2.986 0.286
C -5.749 1.945 0.819
H -6.396 2.672 0.327
C -6.095 0.497 0.454
H -6.765 0.042 1.178
H -6.571 0.460 -0.525
C -4.729 -0.198 0.400
H -4.664 -0.984 -0.350
H -4.463 -0.638 1.363
H -5.791 2.115 1.900
H -2.246 -0.296 -0.452
H -2.062 2.563 -1.173
H -1.211 2.178 0.342
H -0.877 0.471 -2.157
H 0.058 1.959 -1.972
N 2.397 2.001 -0.702
C 3.845 2.104 -0.621
C 4.299 2.411 0.811
C 3.257 3.291 1.512
C 2.538 4.156 0.482
C 1.709 3.258 -0.451
H 1.527 3.778 -1.400
H 0.752 3.047 0.026
H 1.870 4.867 0.969
H 3.270 4.728 -0.087
H 3.735 3.918 2.263
H 2.523 2.663 2.023
H 4.426 1.480 1.362
H 5.263 2.917 0.773
H 4.142 2.903 -1.303
H 4.274 1.165 -0.967
H -1.652 -4.190 -1.061
H -1.896 -3.998 0.684
H -0.670 -5.146 0.085
```

Atom charges from the Löwdin analysis, given in e for atoms 1 to 5:
1. C 0.008
2. N 0.040
3. C -0.331
4. O 0.012
5. C -0.053

***

4.
The following is a DFT calculation (wB97M-V/def2-TZVPD) of a molecular structure, C10H19AuN2O5.

The value obtained for the calculated total energy is -1013.21877 hartree. The calculation puts the HOMO-LUMO gap at 8.181 eV. Its net charge is +2. The HOMO energy comes out at -17.0 eV. As for the spin multiplicity: 1.

```
37
C10H19AuN2O5 wB97M-V/def2-TZVPD
Au 0.182 -0.933 -1.335
C 2.351 -2.588 2.403
N 1.127 -1.789 2.574
C 0.576 -1.723 3.936
C 0.562 -1.175 1.575
O 1.109 -1.219 0.415
C -0.715 -0.387 1.824
O -1.238 0.137 0.625
C -1.191 1.533 0.437
C -0.230 1.909 -0.681
O 0.523 1.035 -1.244
N -0.147 3.154 -1.050
C 0.743 3.580 -2.142
C -0.935 4.214 -0.400
H 3.176 -2.088 2.910
H 2.582 -2.703 1.352
H 2.189 -3.564 2.856
H 1.328 -2.106 4.619
H -0.318 -2.340 4.020
H 0.352 -0.698 4.225
H -0.492 0.404 2.545
H -1.466 -1.040 2.274
H -0.873 2.050 1.346
H -2.195 1.885 0.190
H 1.088 2.720 -2.702
H 1.595 4.114 -1.723
H 0.185 4.247 -2.795
H -0.920 4.114 0.682
H -1.962 4.204 -0.764
H -0.483 5.168 -0.654
C -1.155 -3.294 -4.099
C -0.658 -2.402 -3.048
O -0.231 -2.808 -1.903
O -0.600 -1.119 -3.166
H -1.009 -4.332 -3.813
H -0.634 -3.069 -5.031
H -2.217 -3.092 -4.257
```

Atom charges from the Löwdin analysis, given in e for atoms 1 to 5:
1. Au 1.488
2. C 0.033
3. N -0.092
4. C 0.019
5. C -0.328

***

5.
The following is a DFT calculation (wB97M-V/def2-TZVPD) of a molecular structure, C8H15F6NO12S3V.

The value obtained for the calculated total energy is -4009.29147 hartree. The calculation puts the HOMO-LUMO gap at 9.514 eV. Its net charge is -1. The HOMO energy comes out at -7.4 eV. As for the spin multiplicity: 1.

```
46
C8H15F6NO12S3V wB97M-V/def2-TZVPD
O 0.972 0.186 -1.446
V 0.848 -1.367 -1.156
O -0.710 -1.591 -1.177
C 2.733 -3.962 -3.920
C 1.969 -2.906 -3.135
O 1.186 -3.346 -2.221
O 2.304 -1.727 -3.280
H 3.803 -3.788 -3.928
H 2.332 -4.053 -4.935
H 2.481 -4.964 -3.565
C -0.572 -2.517 2.184
F -1.649 -2.465 1.432
F -0.918 -2.754 3.430
F 0.145 -3.537 1.710
S 0.530 -0.952 2.101
O -0.351 0.058 1.560
O 1.084 -0.743 3.403
N 1.601 -1.381 0.782
S 2.992 -1.414 1.580
O 3.462 -0.110 1.954
O 3.098 -2.417 2.627
C 4.188 -1.949 0.168
F 5.414 -2.073 0.626
F 3.741 -3.047 -0.419
F 4.178 -0.931 -0.699
C -3.889 -3.162 -0.396
O -5.001 -2.234 -0.273
H -3.040 -2.494 -0.529
H -3.796 -3.646 0.578
H -3.985 -3.863 -1.217
H -4.930 -1.862 0.608
O -3.081 6.798 -0.276
S -2.464 5.628 0.295
O -3.130 4.356 0.315
O -1.003 5.425 -0.404
C -0.513 4.098 -0.796
C -0.404 3.107 0.380
C -1.958 6.120 1.968
H 0.482 4.384 -1.129
H -1.135 3.785 -1.631
H 0.158 3.604 1.168
H -0.107 2.096 0.117
H -1.408 2.927 0.765
H -1.515 7.112 1.970
H -1.227 5.406 2.334
H -2.918 6.159 2.479
```

Atom charges from the Löwdin analysis, given in e for atoms 1 to 5:
1. O -0.328
2. V 0.909
3. O -0.306
4. C -0.012
5. C -0.723

***

6.
The following is a DFT calculation (wB97M-V/def2-TZVPD) of 4 unconnected molecules or ions with the total composition C18H30Cl3O17P2S2.

The value obtained for the calculated total energy is -4842.65640 hartree. The calculation puts the HOMO-LUMO gap at 7.489 eV. Its net charge is -1. The HOMO energy comes out at -5.8 eV. As for the spin multiplicity: 1.

```
72
C18H30Cl3O17P2S2 wB97M-V/def2-TZVPD
O 0.783 2.991 5.028
C 0.015 2.366 4.440
Cl -0.488 0.728 5.151
C -0.699 2.730 3.141
P 0.275 3.861 1.948
C -0.653 3.336 0.321
S -0.581 1.611 -0.163
O 0.710 1.309 -0.770
O -1.612 1.404 -1.193
O 1.627 2.807 1.733
C 2.685 3.476 1.050
C 4.119 3.322 1.647
C 4.984 2.183 1.005
C 5.476 1.076 2.020
C 4.606 -0.200 2.096
S 3.169 -0.080 3.198
O 3.090 1.156 3.913
O 3.194 -1.174 4.141
Cl 1.521 -0.439 2.006
C 2.371 5.019 1.256
P 3.216 6.258 0.138
O 3.097 5.702 -1.439
Cl 1.979 7.960 0.321
O 0.995 5.150 0.967
H -1.598 3.300 3.440
H -1.078 1.787 2.706
H -0.843 4.795 2.084
H 0.831 4.576 3.056
H -1.686 3.708 0.374
H -0.160 3.878 -0.503
H -0.902 0.738 0.843
H 2.651 3.181 -0.022
H 4.072 3.157 2.736
H 4.653 4.283 1.510
H 5.926 2.663 0.674
H 4.528 1.734 0.106
H 6.448 0.745 1.601
H 5.682 1.523 3.004
H 4.305 -0.537 1.090
H 5.213 -1.027 2.510
H 2.733 5.236 2.287
H 3.170 4.730 -1.410
C -0.508 -3.102 2.108
C -0.505 -3.357 3.591
O -1.437 -4.434 3.723
C -1.492 -5.080 2.529
O -2.044 -6.118 2.349
O -0.830 -4.384 1.566
H 0.456 -2.756 1.743
H -1.280 -2.388 1.807
H 0.470 -3.684 3.958
H -0.826 -2.491 4.168
C -3.194 -1.731 -3.841
C -3.316 -1.566 -2.351
O -4.710 -1.298 -2.177
C -5.364 -1.815 -3.243
O -6.547 -1.911 -3.330
O -4.491 -2.214 -4.209
H -2.420 -2.443 -4.124
H -3.011 -0.785 -4.354
H -3.062 -2.479 -1.806
H -2.710 -0.744 -1.968
C -5.006 -5.952 -6.610
C -4.287 -4.669 -6.287
O -3.018 -5.129 -5.818
C -2.809 -6.365 -6.344
O -1.781 -6.956 -6.287
O -3.935 -6.835 -6.947
H -5.699 -5.847 -7.443
H -5.543 -6.359 -5.751
H -4.132 -4.044 -7.169
H -4.794 -4.084 -5.525
```

Atom charges from the Löwdin analysis, given in e for atoms 1 to 5:
1. O 0.072
2. C -0.811
3. Cl 0.511
4. C -0.272
5. P 0.536

***

7.
The following is a DFT calculation (wB97M-V/def2-TZVPD) of a molecular structure, C3H9AlI.

The value obtained for the calculated total energy is -659.83249 hartree. The calculation puts the HOMO-LUMO gap at 7.618 eV. Its net charge is -1. The HOMO energy comes out at -4.8 eV. As for the spin multiplicity: 1.

```
14
C3H9AlI wB97M-V/def2-TZVPD
C -1.479 -0.593 0.245
C -0.503 0.251 1.119
I -1.370 2.257 1.206
C 0.964 0.383 0.562
Al 1.221 -0.176 -1.425
H -1.030 -1.536 -0.088
H -1.763 0.031 -0.606
H -2.407 -0.777 0.814
H -0.519 -0.199 2.121
H 1.679 -0.179 1.188
H 1.242 1.445 0.638
H -0.091 0.041 -2.314
H 1.676 -1.729 -1.428
H 2.380 0.782 -2.034
```

Atom charges from the Löwdin analysis, given in e for atoms 1 to 5:
1. C -0.265
2. C -0.809
3. I 0.666
4. C -0.422
5. Al 0.126

***

8.
The following is a DFT calculation (wB97M-V/def2-TZVPD) of 3 unconnected molecules or ions with the total composition C13H34N2O12P3.

The value obtained for the calculated total energy is -2551.43825 hartree. The calculation puts the HOMO-LUMO gap at 5.329 eV. Its net charge is +1. The HOMO energy comes out at -11.0 eV. As for the spin multiplicity: 1.

```
64
C13H34N2O12P3 wB97M-V/def2-TZVPD
O 1.563 -2.482 0.606
P 2.297 -1.141 0.093
N 1.383 0.277 0.772
C 2.336 1.089 1.620
C 1.840 2.611 1.968
N 0.956 3.258 0.927
O 1.646 3.928 -0.011
C -0.072 2.314 0.348
C -1.230 1.894 1.437
C -2.435 3.036 1.572
C -3.557 2.846 0.347
O -3.867 3.963 -0.356
O -4.177 1.557 -0.013
C 0.703 1.043 -0.342
H 2.181 -1.158 -1.363
H 3.704 -1.119 0.514
H 0.656 -0.163 1.406
H 2.414 0.519 2.666
H 3.440 1.031 1.169
H 2.828 3.276 2.038
H 1.315 2.699 3.034
H 2.276 3.339 -0.521
H -0.627 2.903 -0.519
H -1.771 0.929 0.992
H -0.826 1.603 2.497
H -1.946 4.112 1.486
H -3.022 2.948 2.598
H -3.493 0.944 -0.427
H 1.550 1.359 -1.118
H -0.047 0.363 -0.973
C 4.978 -3.575 2.796
O 6.014 -2.838 3.432
P 7.329 -2.254 2.471
O 6.367 -1.898 1.331
O 7.867 -3.806 2.305
C 8.202 -4.511 3.489
O 8.644 -1.670 1.511
C 8.956 -2.341 0.300
H 4.457 -4.158 3.560
H 4.260 -2.888 2.339
H 5.375 -4.263 2.046
H 7.419 -5.243 3.700
H 8.307 -3.836 4.345
H 9.144 -5.044 3.336
H 8.063 -2.555 -0.290
H 9.494 -3.266 0.515
H 9.616 -1.697 -0.287
C -7.972 -1.936 -3.216
O -8.537 -0.853 -2.490
P -8.710 0.677 -3.279
O -9.131 -0.018 -4.581
O -7.071 0.861 -3.231
C -6.450 0.866 -1.956
O -8.883 2.207 -4.068
C -8.026 2.514 -5.156
H -7.606 -2.674 -2.497
H -8.739 -2.410 -3.834
H -7.133 -1.612 -3.836
H -5.933 -0.086 -1.809
H -7.182 1.007 -1.152
H -5.713 1.672 -1.916
H -7.943 1.682 -5.858
H -7.039 2.792 -4.785
H -8.441 3.377 -5.684
```

Atom charges from the Löwdin analysis, given in e for atoms 1 to 5:
1. O -0.451
2. P 0.871
3. N -0.255
4. C -0.151
5. C -0.101